Molecular formula: C25H29N3O
Method: DFT, ωB97M-V with the def2-TZVPD basis set

Output
E_LUMO ... 0.6 eV
Strongest force on any atom ... 0.6 eV/A
Structure (SMILES) ... O=C(CN1CCN(Cc2cccc3ccccc23)CC1)NCCc1ccccc1
Frontier orbital gap ... 8.75 eV
E ... -32914.498 eV
ΔE to the lowest compared entry with this formula, charge and spin ... 0.481 eV

```
! wB97M-V def2-TZVPD RIJCOSX def2/J DEFGRID3
* xyz 0 1
O -4.187 -1.900 -1.828
N -4.236 -1.006 0.252
N 1.137 -1.507 0.709
N -1.746 -1.724 0.804
C -1.998 2.640 -1.113
C -2.014 3.414 0.033
C 4.490 -0.088 -0.240
C 4.700 2.009 1.006
C -3.118 3.381 0.868
C 3.560 1.715 1.696
C -2.350 -2.374 -0.345
C 5.195 1.117 0.032
C 6.878 0.525 -1.598
C -0.859 -2.566 1.586
C -4.199 2.574 0.559
C 0.310 -0.693 -0.164
C -3.079 1.829 -1.417
C -1.063 -0.481 0.477
C -3.681 -1.726 -0.738
C 5.037 -0.970 -1.198
C -5.348 0.884 -0.908
C 6.386 1.397 -0.670
C 2.860 0.532 1.427
C -4.191 1.786 -0.586
C 2.497 -1.613 0.213
C 0.504 -2.793 0.923
C 6.197 -0.673 -1.859
C 3.289 -0.354 0.471
C -5.472 -0.271 0.101
H -1.716 -2.395 -1.242
H -1.695 0.110 -0.187
H -5.757 0.106 1.084
H -1.170 4.044 0.274
H 5.246 2.921 1.200
H -0.930 0.073 1.412
H -1.141 2.663 -1.771
H 0.794 0.275 -0.307
H -1.350 -3.523 1.778
H -5.062 2.561 1.210
H 4.538 -1.904 -1.409
H 2.987 -2.442 0.736
H -3.669 -0.876 1.077
H -0.695 -2.059 2.542
H -5.212 0.453 -1.900
H 3.186 2.389 2.453
H -6.283 1.448 -0.897
H -3.139 3.988 1.761
H -3.063 1.221 -2.311
H 0.195 -1.164 -1.158
H 1.960 0.305 1.978
H 0.372 -3.353 -0.022
H -6.243 -0.960 -0.257
H 7.791 0.746 -2.131
H 6.905 2.320 -0.454
H 6.597 -1.363 -2.587
H -2.578 -3.412 -0.085
H 2.501 -1.850 -0.865
H 1.133 -3.390 1.589
*
```

=====

Molecular formula: H26KrO13
Method: DFT, ωB97M-V with the def2-TZVPD basis set

Output
E_LUMO ... -0.8 eV
Strongest force on any atom ... 1.0 eV/A
Frontier orbital gap ... 8.46 eV
E ... -101969.915 eV
ΔE to the lowest compared entry with this formula, charge and spin ... 0.847 eV

```
! wB97M-V def2-TZVPD RIJCOSX def2/J DEFGRID3
* xyz 0 1
Kr -9.786 19.919 -3.876
O -11.196 19.121 -0.417
O -11.028 16.489 -2.646
O -11.696 22.821 -3.766
O -8.454 22.285 -7.030
O -6.639 18.285 -5.057
O -9.159 22.987 -2.443
O -8.601 20.494 -0.487
O -13.106 21.815 -5.677
O -11.298 18.296 -7.211
O -10.949 21.225 -7.587
O -12.513 17.136 -4.939
O -7.181 18.520 -2.063
O -12.957 20.959 -2.252
H -11.350 19.250 -7.158
H -13.675 20.495 -2.682
H -10.003 21.335 -7.487
H -9.412 23.715 -1.875
H -13.942 22.208 -5.428
H -11.992 23.728 -3.845
H -11.609 17.990 -6.359
H -8.821 21.295 -0.963
H -7.754 21.676 -6.792
H -8.823 23.406 -3.235
H -12.622 21.557 -2.921
H -6.399 19.083 -5.527
H -6.766 18.570 -4.151
H -6.259 18.398 -1.838
H -11.725 16.193 -2.060
H -9.377 19.941 -0.576
H -11.944 19.430 -0.928
H -7.466 19.255 -1.518
H -12.501 22.077 -4.984
H -8.554 22.847 -6.261
H -10.858 22.881 -3.308
H -12.866 16.270 -5.144
H -11.562 18.455 0.166
H -12.021 17.008 -4.127
H -10.349 16.825 -2.061
H -11.330 21.860 -6.981
*
```

=====

Molecular formula: CH2BrN3
Method: DFT, ωB97M-V with the def2-TZVPD basis set

Output
E_LUMO (alpha / beta) ... -1.4 / -4.1 eV
Strongest force on any atom ... 3.6 eV/A
Frontier orbital gap (alpha / beta) ... 9.34 / 4.37 eV
E ... -75577.881 eV
ΔE to the lowest compared entry with this formula, charge and spin ... 4.280 eV

```
! wB97M-V def2-TZVPD RIJCOSX def2/J DEFGRID3
* xyz 0 1
Br -1.246 -2.473 -1.026
N -0.765 2.666 -0.143
N -0.087 0.351 -0.205
N 0.739 -0.451 0.252
C -0.387 1.579 0.046
H 0.512 -1.487 -0.036
H 1.234 -0.185 1.112
*
```

=====

Molecular formula: C15H19F3N2O5
Method: DFT, ωB97M-V with the def2-TZVPD basis set

Output
E_LUMO ... 0.5 eV
Strongest force on any atom ... 2.2 eV/A
Structure (SMILES) ... CNC(=O)[C@H](Cc1ccccc1)NC(C)=O.O=C(O)[C@@H](O)C(F)(F)F
Frontier orbital gap ... 9.55 eV
E ... -37234.743 eV

```
! wB97M-V def2-TZVPD RIJCOSX def2/J DEFGRID3
* xyz 0 1
F 3.316 3.769 4.246
F 1.870 2.199 3.696
F 2.076 2.779 5.804
O 1.702 6.541 4.594
O 1.230 5.456 6.526
O 0.491 -4.484 -2.744
O -3.794 -2.192 -1.692
O 0.796 4.676 2.932
N -0.391 -3.559 -4.540
N -1.676 -1.889 -2.221
C 0.448 -0.782 -0.420
C -0.007 -3.492 -3.260
C 0.991 4.304 4.328
C 1.042 0.353 -1.006
C 1.349 5.528 5.180
C 0.304 1.720 0.867
C 0.533 -2.127 -1.123
C 0.968 1.602 -0.366
C 2.090 3.250 4.527
C -2.471 -4.140 -1.503
C -2.678 -2.671 -1.812
C -1.035 -2.511 -5.332
C -0.254 -2.201 -2.446
C -0.215 -0.659 0.817
C -0.283 0.590 1.461
H 0.061 3.881 4.713
H 0.189 -2.910 -0.448
H -0.220 -4.450 -4.984
H -3.359 -4.518 -0.998
H 1.497 6.325 6.864
H 1.585 -2.326 -1.337
H -2.325 -4.693 -2.428
H -0.442 -1.595 -5.305
H -1.947 -0.925 -2.334
H 1.421 5.392 2.695
H -1.127 -2.836 -6.370
H 1.425 2.472 -0.816
H 0.140 -1.398 -3.068
H -0.791 0.681 2.410
H -1.610 -4.273 -0.852
H 0.247 2.679 1.361
H -2.035 -2.308 -4.942
H 1.564 0.266 -1.948
H -0.675 -1.524 1.274
*
```

=====

Molecular formula: C5H7N3OS
Method: DFT, ωB97M-V with the def2-TZVPD basis set

Output
E_LUMO (alpha / beta) ... 0.6 / -2.1 eV
Strongest force on any atom ... 3.9 eV/A
Frontier orbital gap (alpha / beta) ... 4.46 / 7.01 eV
E ... -22644.881 eV
ΔE to the lowest compared entry with this formula, charge and spin ... 2.022 eV
<S²> ... 2.015

```
! wB97M-V def2-TZVPD RIJCOSX def2/J DEFGRID3
* xyz 0 3
S 2.181 -1.374 1.808
O -0.658 -1.121 -0.635
N 0.773 -2.360 2.117
N -0.016 1.039 -0.469
N 0.713 1.990 0.107
C -1.040 1.157 -1.442
C -1.583 -0.326 -1.462
C 1.405 -0.049 0.944
C 1.585 1.388 0.920
C 0.216 -0.219 -0.074
H -2.611 -0.481 -1.045
H -1.405 -0.686 -2.401
H 0.168 -1.673 2.520
H -0.666 1.400 -2.389
H 0.329 -2.563 1.182
H -1.741 1.865 -1.104
H 2.351 2.014 1.425
*
```

=====

Molecular formula: C5H6O2
Method: DFT, ωB97M-V with the def2-TZVPD basis set

Output
E_LUMO ... -0.5 eV
Strongest force on any atom ... 0.5 eV/A
Structure (SMILES) ... O=CC=C=C=CO.[H][H]
Frontier orbital gap ... 8.51 eV
E ... -9373.261 eV
ΔE to the lowest compared entry with this formula, charge and spin ... 3.834 eV

```
! wB97M-V def2-TZVPD RIJCOSX def2/J DEFGRID3
* xyz 0 1
O 0.496 3.147 -1.830
O -1.093 -2.396 1.328
C 1.217 0.977 -1.194
C 0.879 -0.119 -0.535
C 0.514 -1.146 0.108
C 0.119 -2.214 0.782
C 0.244 2.069 -1.334
H -1.640 -1.615 1.156
H -1.711 0.714 1.843
H -1.228 0.663 1.278
H 2.205 1.120 -1.625
H -0.771 1.860 -0.945
H 0.768 -3.062 0.970
*
```

=====

Molecular formula: C2H10NO2
Method: DFT, ωB97M-V with the def2-TZVPD basis set

Output
E_LUMO ... -4.6 eV
Strongest force on any atom ... 1.6 eV/A
Frontier orbital gap ... 10.77 eV
E ... -7814.259 eV
ΔE to the lowest compared entry with this formula, charge and spin ... 0.751 eV

```
! wB97M-V def2-TZVPD RIJCOSX def2/J DEFGRID3
* xyz 1 1
O -0.465 -0.949 -0.652
O 0.557 -3.051 -1.990
N -0.098 1.444 0.738
C 0.976 2.059 0.478
C -0.820 1.489 2.037
H -0.370 0.747 0.023
H -1.152 -0.719 -1.283
H 1.698 1.702 -0.233
H -0.465 2.349 2.597
H 0.964 -2.952 -2.869
H -0.528 0.561 2.513
H 0.040 -1.723 -0.989
H 0.175 -3.931 -2.106
H -1.885 1.544 1.811
H 1.376 2.828 1.137
*
```

=====

Molecular formula: C19H24AuN6O4
Method: DFT, ωB97M-V with the def2-TZVPD basis set

Output
E_LUMO (alpha / beta) ... -12.8 / -12.8 eV
Strongest force on any atom ... 0.3 eV/A
Frontier orbital gap (alpha / beta) ... 5.30 / 5.32 eV
E ... -40883.861 eV
ΔE to the lowest compared entry with this formula, charge and spin ... 2.452 eV

```
! wB97M-V def2-TZVPD RIJCOSX def2/J DEFGRID3
* xyz 3 1
Au 1.306 0.825 -2.502
O 3.377 -1.258 3.788
O -4.525 -3.695 -1.296
O -2.446 1.429 0.631
O -1.568 4.248 -0.706
N -1.191 2.197 -3.371
N 2.374 -0.072 -1.004
N -1.328 3.262 1.376
N 0.128 1.881 -3.871
N -0.295 0.714 -0.979
N -0.897 -0.464 -0.910
C -0.049 0.132 2.361
C -2.086 -0.526 -1.626
C -3.442 -3.803 -0.436
C -2.907 -1.593 -1.500
C 0.851 -1.370 0.582
C -2.552 -2.632 -0.620
C 2.321 -0.155 1.595
C 1.021 -0.897 2.078
C 0.582 1.008 0.186
C 3.585 -0.953 1.465
C 4.294 -1.339 2.724
C 1.617 -0.086 0.240
C 3.539 -0.641 -0.959
C 4.116 -1.183 0.241
C -0.493 -1.496 -0.054
C -2.119 4.200 0.614
C -1.488 1.944 1.186
C -1.324 -2.557 0.084
C -0.301 1.042 1.425
H 3.833 -1.385 4.628
H -2.067 5.172 1.099
H 1.123 -1.656 2.844
H 1.443 -2.265 0.392
H -3.726 -3.826 0.630
H 0.630 2.717 -4.183
H 5.058 -1.706 0.134
H 1.012 1.989 -0.029
H -1.102 2.793 -2.547
H 4.107 -0.698 -1.883
H -0.508 3.593 1.861
H -1.027 -3.371 0.736
H -1.712 5.134 -1.062
H -1.685 2.726 -4.087
H -0.008 1.306 -4.703
H 5.133 -0.641 2.854
H -2.271 0.354 -2.228
H -3.842 -1.638 -2.041
H -2.834 -4.708 -0.604
H -3.144 3.841 0.584
H 4.722 -2.342 2.610
H -5.152 -4.416 -1.160
H -0.612 0.088 3.286
H 2.529 0.776 2.127
*
```